(1)
C2H10BrMnO4 as an isolated structure in a non-equilibrium geometry, computed with the ωB97M-V functional and the def2-TZVPD basis.

Total charge: +1
Spin multiplicity: 6
Energy: -4107.64927 a.u.
Frontier orbital gap (spin up / spin down): 8.0 / 7.6 eV

Atoms and positions in Å:
Mn1 -1.7522 -1.4547 -1.2713
Br1 -0.6424 -1.2737 0.2824
O1 -0.6934 -3.9368 0.9007
H1 -1.4193 -3.9808 0.2783
H2 -0.6744 -3.0223 1.1829
O2 -1.1750 -0.0009 -1.8133
H3 -1.5154 0.8407 -2.1166
H4 -0.4916 0.2294 -1.1839
C1 0.6056 2.1157 0.2739
C2 1.7156 1.0177 0.2881
O3 1.3364 -0.0503 1.2154
O4 -0.5792 1.5605 -0.2933
H5 0.8878 3.0502 -0.2111
H6 0.4966 2.1390 1.3582
H7 2.7152 1.4096 0.4759
H8 1.7943 0.5878 -0.7105
H9 0.5944 -0.5917 0.9360
H10 -1.2032 1.3606 0.4083

(2)
H22NeO11 as an isolated structure in a non-equilibrium geometry, computed with the ωB97M-V functional and the def2-TZVPD basis.

Total charge: 0
Spin multiplicity: 1
Energy relative to the best compared isomer or geometry (same formula, charge and spin): 108.7 kJ/mol
Energy: -969.77160 a.u.
Frontier orbital gap: 9.7 eV

Atoms and positions in Å:
Ne1 0.0289 0.0768 -0.5120
O1 1.0195 -2.1111 -2.7426
H1 1.7111 -1.7505 -2.1877
H2 1.4154 -2.8820 -3.1491
O2 3.3843 -1.2703 -1.1428
H3 3.5312 -0.6084 -0.4671
H4 4.0298 -1.9519 -0.9553
O3 -1.7415 -0.9272 1.8913
H5 -0.7879 -0.9512 1.8128
H6 -2.0204 -1.8236 1.7045
O4 -2.0856 1.6124 2.7638
H7 -2.0500 0.6560 2.7807
H8 -1.3391 1.8897 3.2948
O5 0.7632 -1.6476 1.6563
H9 1.2023 -2.4481 1.3690
H10 0.9343 -1.6044 2.5971
O6 2.7866 0.6118 0.9293
H11 2.1819 1.3523 0.8826
H12 2.2360 -0.1328 1.1714
O7 1.0834 2.7117 0.6045
H13 1.9348 3.1480 0.5726
H14 0.8820 2.5114 -0.3096
O8 -1.5776 -3.0422 -2.0973
H15 -1.7236 -3.1335 -1.1557
H16 -0.6916 -2.6870 -2.1695
O9 0.9951 2.4323 -2.0372
H17 0.4723 1.9195 -2.6535
H18 0.6573 3.3241 -2.1198
O10 -3.9327 -0.2140 0.2508
H19 -3.3982 -0.4450 1.0105
H20 -3.6212 0.6536 -0.0070
O11 -2.3201 1.9833 -0.7112
H21 -1.3648 2.0417 -0.7275
H22 -2.5951 2.7061 -0.1470

(3)
One molecule with the formula C6H7Br in a non-equilibrium geometry, computed with the ωB97M-V functional and the def2-TZVPD basis.

Total charge: 0
SMILES: BrC#CCC1CC1
Spin multiplicity: 1
Energy relative to the best compared isomer or geometry (same formula, charge and spin): 227.2 kJ/mol
Energy: -2806.69700 a.u.
Frontier orbital gap: 10.2 eV

Atoms and positions in Å:
Br1 3.2392 -0.8446 -2.9430
C1 2.2914 -0.2499 -1.4776
C2 1.7938 -0.0419 -0.4019
C3 0.9010 0.5929 0.5327
C4 -0.5879 0.4523 -0.0618
C5 -1.7288 0.2595 0.8030
C6 -1.1223 -0.9133 0.1246
H1 0.9775 0.1708 1.4984
H2 1.1409 1.5938 0.7717
H3 -0.6831 0.7817 -1.0272
H4 -2.6590 0.7528 0.3335
H5 -1.5255 0.3892 1.8210
H6 -0.5217 -1.6250 0.7303
H7 -1.5154 -1.3185 -0.7036

(4)
An isolated ion of composition C6H14N3 and charge +1 in a non-equilibrium geometry, computed with the ωB97M-V functional and the def2-TZVPD basis.

Total charge: +1
SMILES: C=[N+]1N[C@@H]1CCCNC
Spin multiplicity: 1
Energy relative to the best compared isomer or geometry (same formula, charge and spin): 540.5 kJ/mol
Energy: -400.84444 a.u.
Frontier orbital gap: 7.9 eV

Atoms and positions in Å:
C1 -3.4917 -0.7952 -0.7495
N1 -2.5404 -0.4716 0.0211
N2 -2.2488 0.0131 1.1794
C2 -1.1663 -0.1582 0.2043
C3 -0.6609 1.1515 -0.5624
C4 0.7492 1.7835 -0.0613
C5 1.9886 0.7426 -0.1455
N3 1.6917 -0.5484 0.5707
C6 2.4725 -1.6480 0.0894
H1 -3.4426 -1.0370 -1.8349
H2 -4.5845 -0.5676 -0.3732
H3 -2.4562 -0.5570 2.0217
H4 -0.3126 -0.8050 0.2869
H5 -1.3604 1.9446 -0.2358
H6 -0.9611 0.9980 -1.6074
H7 0.9628 2.7344 -0.6085
H8 0.6325 2.0710 1.0377
H9 1.9907 0.2951 -1.1981
H10 2.7949 1.3130 0.2424
H11 1.9971 -0.5151 1.5343
H12 2.0464 -2.5812 0.4674
H13 3.4670 -1.7450 0.6150
H14 2.4320 -1.6176 -0.8938

(5)
C31H43Cl2O2P3ReS as an isolated structure in a non-equilibrium geometry, computed with the ωB97M-V functional and the def2-TZVPD basis.

Total charge: +2
Spin multiplicity: 4
Energy: -3777.76723 a.u.
Frontier orbital gap (spin up / spin down): 6.6 / 4.4 eV

Atoms and positions in Å:
P1 1.9000 -1.6679 -3.0630
C1 0.4097 -1.3713 -3.9837
C2 0.9094 -0.6740 -5.1424
H1 1.7847 -0.0613 -5.0680
C3 0.3763 -0.9410 -6.4009
H2 0.9275 -0.6197 -7.2934
C4 -0.8066 -1.6831 -6.5186
H3 -1.1999 -1.9311 -7.5310
C5 -1.4729 -2.0908 -5.3492
H4 -2.4430 -2.5840 -5.4782
C6 -0.8910 -1.9129 -4.0774
H5 -1.4804 -2.1611 -3.2217
C7 2.4027 -0.1763 -2.2032
C8 1.9459 1.1438 -2.3818
H6 0.9632 1.3384 -2.7643
C9 2.7706 2.2223 -2.0344
H7 2.4583 3.2392 -2.2506
C10 4.0356 2.0237 -1.4582
H8 4.7207 2.8718 -1.2930
C11 4.3984 0.7177 -1.1041
H9 5.3805 0.5442 -0.6517
C12 3.5654 -0.3570 -1.3829
H10 3.8462 -1.3386 -1.0311
C13 1.4954 -2.9842 -1.8091
C14 2.2742 -4.0040 -2.4599
H11 2.6692 -3.8329 -3.4528
C15 2.6813 -5.1625 -1.8337
H12 3.3765 -5.8132 -2.3879
C16 2.2449 -5.4732 -0.5532
H13 2.5696 -6.4113 -0.0676
C17 1.3701 -4.5642 0.0861
H14 1.0055 -4.8472 1.0700
C18 1.0073 -3.3330 -0.5190
H15 0.3038 -2.7387 0.0439
Re1 -2.4357 0.8680 1.4317
C19 -0.8930 1.4353 2.8172
C20 0.4229 1.2826 2.5096
H16 -1.2088 1.8857 3.7937
C21 0.6834 0.5602 1.2244
O1 1.4068 -0.6661 1.4747
H17 1.6312 -1.1490 0.6852
C22 -0.6089 0.3496 0.6294
H18 1.2608 1.1036 0.4345
C23 -1.6899 -0.0116 0.0006
Cl1 -4.0537 1.6234 3.0906
Cl2 -4.4006 0.1806 -0.0661
P2 -2.4210 2.6991 0.1142
C24 -4.1149 3.3880 -0.0371
H19 -4.4342 3.7247 0.9550
H20 -4.7609 2.5620 -0.3653
H21 -4.1153 4.1992 -0.7733
C25 -1.3253 4.0420 0.7330
H22 -0.2773 3.7107 0.6487
H23 -1.5611 4.2151 1.7928
H24 -1.4754 4.9624 0.1491
C26 -1.9058 2.6598 -1.6788
H25 -2.2565 1.7152 -2.1225
H26 -0.8069 2.7212 -1.7625
H27 -2.3676 3.5122 -2.2104
P3 1.7745 1.7624 3.5737
C27 0.9850 2.8753 4.7421
C28 3.0284 2.6111 2.6519
H28 0.1918 2.3378 5.2892
H29 0.5387 3.7322 4.2049
H30 1.7637 3.2219 5.4416
H31 3.4979 1.9525 1.9202
H32 3.7829 2.9501 3.3645
H33 2.6174 3.4784 2.1307
C29 2.4086 0.3143 4.3876
H34 1.6191 -0.1357 4.9997
H35 3.2475 0.6355 5.0130
H36 2.7256 -0.4114 3.6319
H37 -1.8018 -0.5803 -0.9113
C30 -3.2133 -2.9679 3.7458
S1 -3.4546 -2.2290 2.1355
C31 -5.1355 -1.6544 2.3065
O2 -2.6014 -0.9533 2.3913
H38 -4.0110 -3.6783 3.9543
H39 -3.1847 -2.1347 4.4496
H40 -2.2418 -3.4682 3.7146
H41 -5.1223 -0.8219 3.0179
H42 -5.4515 -1.2801 1.3224
H43 -5.7548 -2.4965 2.6199

(6)
C46H41N6O2PSTi as an isolated structure in a non-equilibrium geometry, computed with the ωB97M-V functional and the def2-TZVPD basis.

Total charge: +1
Spin multiplicity: 2
Energy relative to the best compared isomer or geometry (same formula, charge and spin): 75.3 kJ/mol
Energy: -3845.41861 a.u.
Frontier orbital gap (spin up / spin down): 6.0 / 5.6 eV

Atoms and positions in Å:
Ti1 0.0504 0.7058 0.4216
C1 -3.0014 1.6231 -4.0482
C2 -3.2920 0.9188 -2.8926
C3 -2.5950 1.1773 -1.7227
C4 -1.5792 2.1341 -1.6929
C5 -1.3034 2.8513 -2.8633
C6 -2.0116 2.5965 -4.0230
N1 -0.8284 2.2781 -0.5191
C7 -0.5289 3.5051 -0.0049
C8 -1.0959 4.7479 -0.3576
C9 -0.6649 5.8953 0.2654
C10 0.3328 5.8840 1.2538
C11 0.8773 4.6896 1.6526
C12 0.4260 3.5139 1.0411
N2 0.8999 2.2540 1.3337
N3 1.7647 2.0933 2.2664
C13 2.3222 0.8286 2.2083
C14 3.3085 0.4754 3.1315
C15 3.9645 -0.7254 2.9580
C16 3.6324 -1.5291 1.8699
C17 2.6266 -1.1154 1.0108
N4 1.9684 0.0287 1.1775
H1 -3.5491 1.4290 -4.9586
H2 -4.0741 0.1711 -2.8913
H3 -2.8595 0.6605 -0.8089
H4 -0.5269 3.6028 -2.8576
H5 -1.7877 3.1592 -4.9178
H6 -1.8849 4.7962 -1.0916
H7 -1.1140 6.8379 -0.0146
H8 0.6520 6.8098 1.7071
H9 1.6233 4.6299 2.4298
H10 3.5482 1.1602 3.9310
H11 4.7356 -1.0289 3.6503
H12 4.1327 -2.4664 1.6876
H13 2.3277 -1.7203 0.1597
C18 3.8573 1.9428 -0.4383
C19 3.3657 1.4850 -1.8034
C20 3.8942 0.1054 -2.1759
C21 1.8472 1.6112 -2.0558
C22 1.5936 1.6980 -3.5708
O1 0.7486 0.5869 -3.8465
C23 0.4680 -0.0461 -2.7035
N5 0.9911 0.4568 -1.6316
C24 -0.4082 -1.2303 -2.9724
C25 -0.4956 -1.6037 -4.3201
C26 -1.3271 -2.6264 -4.7392
C27 -2.1141 -3.2954 -3.8193
C28 -2.0206 -2.9586 -2.4808
C29 -1.1672 -1.9544 -2.0371
P1 -1.0038 -1.6794 -0.2524
C30 0.1215 -3.0303 0.2243
C31 0.9391 -3.6796 -0.6958
C32 1.8593 -4.6242 -0.2660
C33 1.9659 -4.9316 1.0814
C34 1.1443 -4.2960 2.0014
C35 0.2314 -3.3473 1.5788
C36 -2.5516 -2.2087 0.5307
C37 -2.8795 -3.5610 0.6508
C38 -4.0649 -3.9389 1.2550
C39 -4.9293 -2.9740 1.7553
C40 -4.6003 -1.6324 1.6602
C41 -3.4138 -1.2489 1.0539
H14 3.6117 1.2348 0.3467
H15 4.9418 2.0385 -0.4537
H16 3.4399 2.9147 -0.1728
H17 3.7851 2.2057 -2.5191
H18 3.5884 -0.6428 -1.4417
H19 4.9822 0.1123 -2.2127
H20 3.5343 -0.2224 -3.1509
H21 1.4692 2.5008 -1.5383
H22 2.5042 1.5676 -4.1578
H23 1.0778 2.6011 -3.8946
H24 0.0860 -1.0764 -5.0567
H25 -1.3672 -2.8823 -5.7873
H26 -2.7880 -4.0784 -4.1327
H27 -2.6308 -3.4892 -1.7638
H28 0.8624 -3.4576 -1.7520
H29 2.4837 -5.1289 -0.9895
H30 2.6782 -5.6729 1.4133
H31 1.2108 -4.5469 3.0515
H32 -0.4117 -2.8542 2.2979
H33 -2.2035 -4.3227 0.2836
H34 -4.3113 -4.9872 1.3433
H35 -5.8517 -3.2731 2.2320
H36 -5.2549 -0.8758 2.0689
H37 -3.1429 -0.2008 1.0469
O2 -0.4417 -0.2259 2.0883
N6 -0.6582 0.1955 3.3418
C42 -0.0073 -0.4580 4.3311
C43 -0.2128 -0.1304 5.6376
C44 -1.1255 0.9015 5.9231
C45 -1.7704 1.5437 4.9087
C46 -1.5474 1.2129 3.5483
S1 -2.2543 1.9793 2.2372
H38 0.6577 -1.2346 3.9840
H39 0.3118 -0.6606 6.4154
H40 -1.3183 1.1848 6.9471
H41 -2.4749 2.3371 5.1028